Entry 1:
An isolated ion of composition C3H5N2O and charge +1 at a distorted geometry, computed with ωB97M-V/def2-TZVPD.

The geometry in XYZ format:
```
11
Properties=species:S:1:pos:R:3:forces:R:3:nbo_charge:R:1
C 1.59977 -0.80689 1.17854 -3.0 -0.8 -3.0 0.162
N 0.43843 -0.72991 0.68050 0.0 1.3 0.8 -0.496
C -0.41308 -1.00349 -0.29082 0.1 1.2 -0.2 0.796
O -0.96795 -1.95680 -0.64579 -0.8 -1.9 -0.5 -0.441
N -1.12871 0.35384 -0.82163 4.7 -0.1 1.9 -0.453
C -0.62682 1.50495 -0.63388 -2.6 0.0 -0.8 0.164
H 1.76387 -0.35452 2.05683 0.6 1.4 3.4 0.196
H 2.34061 -1.30373 0.67585 2.2 -1.1 -1.2 0.189
H -2.05983 0.23571 -1.03680 -2.7 -0.4 -0.6 0.437
H -1.32461 2.31710 -0.66357 -0.1 0.7 -0.4 0.223
H 0.37831 1.74372 -0.49922 1.7 -0.3 0.7 0.224
```
Forces are in eV/Å.

Results
SMILES string: C=NC(=O)[NH+]=C
total charge: +1
molar mass: 85.09 g/mol
gap between HOMO and LUMO: 9.647 eV
relative energy (zero: lowest compared OMol25 entry of this formula, charge and spin): 72.4 kcal per mole


Entry 2:
An isolated ion of composition C3H5N2O and charge +1 at a distorted geometry, computed with ωB97M-V/def2-TZVPD.

The geometry in XYZ format:
```
11
Properties=species:S:1:pos:R:3:forces:R:3:nbo_charge:R:1
O -3.08372 -0.11357 -0.38664 0.1 0.0 -1.3 -0.251
N -2.16294 -0.04567 0.39222 -2.6 -1.1 4.3 -0.002
C -1.01144 0.51874 0.37009 1.8 1.2 -1.0 0.498
N 0.17734 0.23779 0.12433 -2.4 -0.7 0.5 -0.256
C 1.09742 -0.74042 -0.40884 0.2 1.1 -1.7 -0.216
C 1.45741 0.71516 -0.11854 0.0 -3.5 1.4 -0.176
H -2.48227 -0.21698 1.46297 0.9 0.1 -2.0 0.408
H 0.81175 -0.87215 -1.42126 0.0 -0.4 -1.0 0.238
H 1.50838 -1.63850 0.00471 -0.1 0.0 1.2 0.273
H 1.94335 0.76376 0.76824 1.8 0.5 2.6 0.235
H 1.74472 1.39184 -0.78730 0.3 2.7 -3.1 0.250
```
Forces are in eV/Å.

Results
SMILES string: [O-][NH+]=C=[N+]1CC1
total charge: +1
molar mass: 85.09 g/mol
gap between HOMO and LUMO (alpha / beta): 9.563 / 9.564 eV
relative energy (zero: lowest compared OMol25 entry of this formula, charge and spin): 173.2 kcal per mole


Number 1: E -301.71399 Eh. Number 2: E -301.55328 Eh.